C18H15N2O5PtSSbSe4 | ωB97M-V with the def2-TZVPD basis set

Summary:
HOMO energy (spin up / spin down) = -1.331 / -1.457 eV
Lowest unoccupied orbital energy (spin up / spin down) = 3.7 / 3.7 eV
Orbital gap (spin up / spin down) = 5.031 / 5.154 eV
Energy relative to the best compared isomer or geometry (same formula, charge and spin) = 18.1 kcal per mole
Spin multiplicity = 3
Total charge = -2

CARTESIAN COORDINATES (ANGSTROEM)
Pt  0.225  -0.331  0.439
C  -2.185  2.414  1.823
C  -2.557  0.977  1.799
N  -1.843  -0.001  1.284
C  -2.522  -1.165  1.518
C  -3.698  -0.886  2.148
N  -3.697  0.475  2.331
C  -4.836  -1.704  2.615
O  -4.763  -2.973  2.340
O  -5.770  -1.167  3.189
C  -1.930  -2.473  1.106
O  -2.622  -3.506  1.337
O  -0.800  -2.427  0.589
H  -1.143  2.506  1.523
H  -2.316  2.829  2.824
H  -2.800  2.991  1.128
H  -4.435  0.966  2.806
H  -3.890  -3.174  1.763
Se  5.175  1.418  1.385
Sb  3.478  -0.325  1.340
Se  2.257  -0.392  -0.923
Se  1.376  0.375  2.604
Se  4.266  -2.527  1.939
O  0.129  2.373  -0.307
S  1.073  3.001  -1.277
C  2.321  3.870  -0.338
C  3.518  4.190  -0.952
C  4.475  4.892  -0.233
C  4.235  5.227  1.090
C  3.047  4.854  1.705
C  2.079  4.168  0.992
C  0.177  4.479  -1.833
C  -1.195  4.505  -1.645
C  -1.930  5.591  -2.103
C  -1.296  6.642  -2.749
C  0.080  6.603  -2.943
C  0.818  5.521  -2.491
H  3.717  3.866  -1.966
H  5.429  5.120  -0.689
H  5.004  5.728  1.664
H  2.889  5.065  2.755
H  1.167  3.823  1.461
H  -1.662  3.675  -1.129
H  -3.003  5.614  -1.954
H  -1.869  7.492  -3.099
H  0.582  7.424  -3.441
H  1.891  5.496  -2.633